(1)
Molecular formula: C29H33N5O5P2PdS4
Method: DFT, ωB97M-V/def2-TZVPD

The geometry in XYZ format:
```
79
Properties=species:S:1:pos:R:3:lowdin_charge:R:1
Pd 0.93954 1.28914 -1.45225 0.6386
C 3.86645 0.29349 -2.88101 -0.2114
P 3.14758 1.58874 -1.85442 0.7777
C 4.22197 1.71250 -0.39072 -0.2156
C 3.39514 3.18111 -2.70992 -0.3766
C 2.45481 4.18066 -2.04047 -0.3797
P 0.79009 3.43157 -2.10906 0.7636
C -0.29178 4.52226 -1.16337 -0.2223
C 0.31829 3.65555 -3.85772 -0.2182
H 4.89107 0.55112 -3.15321 0.0706
H 3.26927 0.16524 -3.78312 0.0639
H 3.85991 -0.65035 -2.33714 0.0515
H 5.11712 2.28344 -0.64078 0.0663
H 4.54948 0.71714 -0.09015 0.0460
H 3.70556 2.19667 0.43754 0.0499
H 3.13040 3.04770 -3.76218 0.0914
H 4.44143 3.48609 -2.67006 0.1032
H 2.45213 5.15147 -2.53848 0.1039
H 2.72388 4.34464 -0.99392 0.0928
H -0.25405 5.52613 -1.59024 0.0726
H 0.03677 4.56205 -0.12548 0.0518
H -1.31824 4.15732 -1.20339 0.0476
H 0.90089 4.47479 -4.28114 0.0645
H -0.73352 3.92441 -3.94072 0.0537
H 0.49756 2.75204 -4.43764 0.0576
N -5.42774 -5.74248 -1.00435 0.1499
C -4.66542 -4.76622 -0.46703 -0.2876
C -3.31367 -4.62668 -0.84802 0.0033
C -2.53566 -3.63502 -0.31209 -0.0443
C -3.09321 -2.76340 0.63055 -0.3511
C -4.42882 -2.88015 1.02028 -0.0531
C -5.20818 -3.86918 0.47368 -0.0045
S -2.13883 -1.50155 1.29291 0.7200
O -1.00461 -2.33771 2.03687 -0.1430
O -2.88183 -0.70060 2.21701 -0.2499
N -1.27292 -0.74724 0.24350 -0.1208
C -1.85847 0.07643 -0.65146 -0.6708
S -3.56830 0.11730 -0.96537 1.1240
C -3.33152 1.28874 -2.19700 -0.3625
C -2.02487 1.57409 -2.30388 -0.2691
N -1.17697 0.91805 -1.42499 -0.0879
H -5.03422 -6.41831 -1.63341 0.1139
H -6.37381 -5.88614 -0.70149 0.1143
H -2.88799 -5.31803 -1.56382 0.1245
H -1.49633 -3.54387 -0.59889 0.1003
H -4.83981 -2.19752 1.75193 0.1225
H -6.24332 -3.97000 0.77271 0.1221
H -4.14804 1.67706 -2.78149 0.0818
H -1.60875 2.23070 -3.04646 0.0681
S 0.69600 -0.04057 3.93267 1.1714
C 1.31298 0.14999 2.31360 -0.5369
N 0.73552 1.01406 1.56506 0.1187
C -0.33346 1.58701 2.24813 -0.3077
C -1.23949 2.49366 1.69662 -0.0220
C -2.27524 2.95014 2.47986 -0.0408
C -2.42565 2.51609 3.80455 -0.0445
C -1.55336 1.60602 4.36021 -0.0586
C -0.51094 1.14428 3.56120 -0.4456
H -0.28764 -1.71759 2.25502 0.0237
H -1.13433 2.78682 0.66229 0.0722
H -2.99298 3.64750 2.06903 0.1167
H -3.24889 2.89006 4.39740 0.1206
H -1.68558 1.25566 5.37434 0.1236
O 2.82252 -4.93384 -0.40883 -0.2420
S 1.68885 -4.20454 0.05145 0.6269
O 0.50801 -4.88166 0.47791 -0.2529
N 1.32715 -2.98223 -0.95091 0.0255
C 1.51927 -1.79045 -0.44967 -0.5041
O 1.32463 -0.72938 -1.07412 -0.1547
C 2.08012 -1.83904 0.97765 -0.0012
C 2.50547 -0.72058 1.84827 -0.1965
C 3.27990 -1.13905 3.04187 0.0103
C 3.43846 -2.43774 3.39102 0.0077
C 2.88959 -3.45047 2.56909 0.1266
C 2.24918 -3.12946 1.37788 -0.1625
H 3.09102 -0.01167 1.24992 0.1457
H 3.68229 -0.35218 3.66884 0.1417
H 3.98193 -2.71270 4.28420 0.1373
H 3.00624 -4.49139 2.85476 0.1582
```

The relative energy (zero: lowest compared OMol25 entry of this formula, charge and spin) is 0.0000 eV. Its total energy is -113681.0977 eV. Its charge is +2.

(2)
Molecular formula: C12H16F16N3O4P2S
Method: DFT, ωB97M-V/def2-TZVPD

The geometry in XYZ format:
```
54
Properties=species:S:1:pos:R:3:lowdin_charge:R:1
N -3.26875 5.66790 -7.22437 -0.3357
P -1.99645 4.91485 -6.70479 0.6301
N -1.57066 5.38832 -5.11765 -0.1793
C -1.24727 4.27778 -4.18352 -0.7090
N -0.01554 3.57532 -4.43743 0.0307
P -1.00281 5.06675 -2.49306 0.3959
S -1.46543 3.94289 -0.97576 0.1228
C -2.42402 3.27705 -4.08524 -0.8161
O -3.50060 3.68465 -3.62005 -0.0440
O -2.16240 2.13782 -4.48133 -0.0500
H -3.59847 6.26343 -6.47430 -0.0578
H -0.91147 5.28140 -7.54252 -0.0239
H -2.13622 3.51294 -6.75004 0.0183
H -0.80465 6.05271 -5.17091 0.0637
H -0.12674 2.88428 -5.16800 0.0713
H 0.73603 4.22623 -4.62671 0.0583
H -1.64644 6.32057 -2.49315 -0.0267
H 0.38684 5.34028 -2.46963 -0.0374
C 0.56289 -0.48241 0.12070 -0.0510
C -0.33833 -0.42369 1.37174 -0.4343
C -1.17639 -1.66143 1.70527 -0.3030
F -2.06362 -1.96038 0.74103 0.1032
F -1.89223 -1.43065 2.84296 0.0800
F -1.12089 0.66703 1.30579 0.1386
F 0.50048 -0.24046 2.43961 0.0886
O 0.10733 0.11170 -1.07980 0.0416
C -0.69754 -0.58007 -1.96960 -0.5159
C -2.07750 0.05955 -2.11999 -0.2840
F -2.71669 0.11493 -0.92724 0.0851
F -2.83078 -0.69486 -2.95362 0.0962
F -0.76283 -1.89379 -1.63395 0.1241
F -0.08023 -0.52647 -3.16507 0.1488
H 1.43447 0.11647 0.38357 0.1476
H 0.94357 -1.48952 -0.05110 0.1334
H -0.54664 -2.52652 1.87803 0.1403
H -1.99428 1.07172 -2.52620 0.1352
C 1.40439 -5.00496 4.79444 -0.0376
C 2.27920 -5.04830 6.06263 -0.4403
C 2.16042 -3.88639 7.05243 -0.3067
F 2.51768 -2.71167 6.50575 0.1026
F 2.99129 -4.11064 8.10023 0.0922
F 3.56872 -5.23329 5.70785 0.1320
F 1.89858 -6.16515 6.74760 0.1010
O 1.99325 -4.55534 3.57932 0.0477
C 2.04670 -3.21403 3.26069 -0.5271
C 3.48373 -2.69646 3.15380 -0.2844
F 4.15240 -2.87713 4.30799 0.1035
F 3.46640 -1.37443 2.88379 0.1069
F 1.29880 -2.49031 4.10628 0.1558
F 1.47713 -3.08880 2.03479 0.1242
H 1.16323 -6.04639 4.58781 0.1478
H 0.44730 -4.51789 4.97957 0.1470
H 1.13918 -3.80541 7.43519 0.1733
H 4.01587 -3.21977 2.35620 0.1762
```

Its total energy is -98257.7900 eV. Its charge is -1.

Q: Which of these has the lowest total energy?
A: C29H33N5O5P2PdS4

Q: What is the total energy in the first record?
A: -113681.0977 eV